Below is a single C10H19N3O4 molecule at a distorted geometry, with properties calculated with ωB97M-V/def2-TZVPD.

## Properties
- E (hartree) = -857.6203
- energy relative to the best compared isomer or geometry (same formula, charge and spin) (kJ/mol) = 357.73
- frontier orbital gap (eV) = 9.98
- LUMO (eV) = 0.532
- SMILES = CC(C)C[C@H](N)C(=O)N[C@@H](CC(N)=O)C(=O)O
- charge = 0
- maximum force (eV/Å) = 6.67
- highest occupied orbital energy (eV) = -9.4466

Last column: natural (NBO) charge in e.
Element x y z (Å)
C  -0.66  -1.53  1.18  -0.5736
C  0.86  -1.64  1.42  -0.2684
C  1.36  -3.08  1.70  -0.5988
C  1.84  -1.08  0.36  -0.3712
C  1.85  0.57  0.39  -0.1366
N  2.32  1.03  1.68  -0.8504
C  0.44  1.11  0.08  0.7224
O  -0.49  1.09  0.88  -0.6693
N  0.26  1.66  -1.19  -0.6036
C  -1.04  2.03  -1.75  -0.1529
C  -2.04  0.93  -1.42  -0.5710
C  -1.55  -0.42  -1.74  0.6907
N  -2.49  -1.40  -1.51  -0.8295
O  -0.49  -0.75  -2.05  -0.5876
C  -1.25  3.41  -1.18  0.7653
O  -1.32  4.43  -1.85  -0.5765
O  -1.23  3.50  0.14  -0.6649
H  -0.90  -2.62  0.81  0.1896
H  -0.94  -0.85  0.49  0.1986
H  -1.22  -1.31  2.17  0.2162
H  1.04  -0.99  2.24  0.2207
H  1.44  -3.60  0.74  0.2022
H  0.78  -3.76  2.46  0.2204
H  2.52  -2.99  2.18  0.1960
H  1.68  -1.46  -0.63  0.2223
H  2.87  -1.43  0.67  0.2084
H  2.58  0.94  -0.28  0.1864
H  3.28  0.71  1.94  0.3782
H  2.33  2.20  1.72  0.3682
H  1.01  1.77  -1.84  0.4176
H  -0.95  1.99  -2.86  0.2426
H  -2.99  1.34  -1.68  0.2488
H  -2.03  0.83  -0.25  0.2901
H  -3.43  -1.05  -1.40  0.3748
H  -2.39  -2.18  -2.15  0.3962
H  -1.04  2.62  0.50  0.4987

Below is a single C4H8 molecule at a distorted geometry, with properties calculated with ωB97M-V/def2-TZVPD.

## Properties
- E (hartree) = -157.1334
- energy relative to the best compared isomer or geometry (same formula, charge and spin) (kJ/mol) = 132.62
- frontier orbital gap (eV) = 11.79
- LUMO (eV) = 1.278
- SMILES = C1CCC1
- charge = 0
- maximum force (eV/Å) = 3.32
- highest occupied orbital energy (eV) = -10.5076

Last column: natural (NBO) charge in e.
Element x y z (Å)
C  -1.12  0.02  0.07  -0.4112
C  0.05  -0.10  1.20  -0.4092
C  1.07  0.18  0.00  -0.4119
C  -0.03  -0.15  -1.09  -0.4034
H  -1.60  1.06  0.13  0.2051
H  -2.02  -0.67  0.09  0.2072
H  0.30  -1.23  1.53  0.2092
H  0.01  0.71  1.90  0.2121
H  1.91  -0.53  0.00  0.2001
H  1.35  1.21  -0.21  0.2053
H  -0.06  0.62  -2.06  0.1915
H  0.14  -1.13  -1.56  0.2052

Below is a single C3H6BrN3 molecule at a distorted geometry, with properties calculated with ωB97M-V/def2-TZVPD.

## Properties
- E (hartree) = -2855.9697
- energy relative to the best compared isomer or geometry (same formula, charge and spin) (kJ/mol) = 551.54
- frontier orbital gap (spin up / spin down) (eV) = 7.25 / 7.24
- LUMO (spin up / spin down) (eV) = -0.890 / -0.889
- charge = 0
- maximum force (eV/Å) = 4.14
- highest occupied orbital energy (spin up / spin down) (eV) = -8.1424 / -8.1308

Last column: natural (NBO) charge in e.
Element x y z (Å)
C  -0.02  1.59  -0.40  0.0639
C  -0.99  0.67  0.22  -0.3449
C  -0.21  -1.64  0.08  -0.4697
N  1.20  1.50  -0.27  -0.1664
N  -0.32  -0.46  0.86  -0.3372
N  1.81  0.60  0.39  -0.2591
Br  2.95  -0.56  -0.34  0.2685
H  -0.51  2.55  -0.41  0.2054
H  -1.72  1.18  0.91  0.2405
H  -1.55  0.33  -0.66  0.1973
H  0.40  -2.27  0.71  0.2203
H  -1.25  -2.03  -0.10  0.2078
H  0.20  -1.48  -0.99  0.1736

Below is 2 unconnected molecules or ions with the total composition C5H8NP at a distorted geometry, with properties calculated with ωB97M-V/def2-TZVPD.

## Properties
- E (hartree) = -591.2738
- energy relative to the best compared isomer or geometry (same formula, charge and spin) (kJ/mol) = 337.96
- frontier orbital gap (eV) = 8.66
- LUMO (eV) = -0.660
- charge = 0
- maximum force (eV/Å) = 4.88
- highest occupied orbital energy (eV) = -9.3167

Last column: natural (NBO) charge in e.
Element x y z (Å)
C  -2.82  0.24  -0.11  0.1779
C  -1.51  0.47  -0.39  -0.5782
C  -0.80  -1.52  0.08  -0.4747
C  1.70  0.54  0.68  -0.6194
C  1.14  0.88  -0.78  -0.7545
N  -3.78  -0.22  0.34  -0.2967
P  -0.50  1.71  -0.79  0.8003
H  -0.32  -1.37  1.03  0.1974
H  -1.76  -2.02  0.06  0.2260
H  0.03  -1.67  -0.59  0.1983
H  2.17  1.42  1.20  0.2174
H  0.82  0.24  1.33  0.2120
H  2.53  -0.19  0.61  0.2220
H  1.07  -0.01  -1.40  0.2308
H  2.05  1.51  -1.27  0.2415